72
Properties=species:S:1:pos:R:3 method="wB97M-V/def2-TZVPD" homo_energy_ev=-12.2 charge=+1 homo_lumo_gap_ha=0.3383 total_energy_ev=-91026.6121 multiplicity=1 e_lumo_ev=-3.023
O 0.059 -2.688 0.765
N -0.541 -3.682 0.026
C -1.840 -3.889 0.225
N -2.595 -3.160 1.092
C -3.822 -3.764 0.971
N -3.773 -4.751 0.083
N -2.526 -4.865 -0.430
H -0.052 -2.999 1.688
H -0.039 -4.242 -0.653
H -4.670 -3.405 1.573
H -4.572 -5.331 -0.152
H -2.244 -5.550 -1.119
O -7.356 -3.085 2.046
S -8.412 -2.560 1.217
O -8.245 -2.411 -0.196
O -8.911 -1.174 1.831
C -7.940 -0.144 2.083
C -7.532 0.572 0.810
C -9.886 -3.477 1.521
H -7.072 -0.556 2.602
H -8.413 0.566 2.761
H -6.972 -0.090 0.148
H -6.903 1.432 1.040
H -8.411 0.911 0.260
H -10.040 -3.551 2.595
H -9.754 -4.469 1.091
H -10.719 -2.970 1.041
O 0.106 2.528 -3.341
S 1.047 1.449 -3.310
O 0.694 0.134 -3.760
O 1.667 1.340 -1.834
C 0.761 1.229 -0.730
C 0.198 -0.173 -0.607
C 2.524 1.953 -4.135
H -0.038 1.970 -0.812
H 1.333 1.470 0.167
H -0.457 -0.406 -1.449
H -0.382 -0.276 0.310
H 0.998 -0.912 -0.606
H 2.825 2.931 -3.761
H 2.308 2.011 -5.200
H 3.299 1.212 -3.953
O 1.744 -2.673 3.044
S 2.871 -3.519 3.335
O 3.040 -4.114 4.621
O 4.208 -2.751 2.934
C 4.433 -1.437 3.478
C 4.901 -1.495 4.919
C 2.973 -4.785 2.109
H 3.536 -0.822 3.377
H 5.208 -0.978 2.865
H 4.111 -1.863 5.575
H 5.194 -0.503 5.266
H 5.750 -2.173 5.022
H 2.893 -4.328 1.124
H 2.147 -5.475 2.274
H 3.921 -5.305 2.220
O 5.663 4.613 -1.797
S 4.734 5.633 -2.188
O 3.677 5.371 -3.121
O 5.547 6.921 -2.672
C 6.537 6.757 -3.699
C 5.911 6.636 -5.075
C 4.034 6.350 -0.736
H 7.178 5.900 -3.479
H 7.167 7.646 -3.666
H 5.349 5.706 -5.171
H 6.681 6.648 -5.848
H 5.213 7.455 -5.255
H 4.836 6.597 -0.044
H 3.366 5.614 -0.292
H 3.476 7.240 -1.018

34
Properties=species:S:1:pos:R:3 method="wB97M-V/def2-TZVPD" homo_energy_ev=-9.4 homo_lumo_gap_ha=0.3546 total_energy_ev=-21346.0823 multiplicity=1 e_lumo_ev=0.251 smiles="C=CC[C@@H](N)C=O.O.O.O.O.O.O"
C 1.538 2.702 -1.580
C 2.293 1.592 -1.693
C 2.193 0.406 -0.844
C 1.181 -0.710 -1.333
N 1.110 -1.715 -0.277
C -0.295 -0.122 -1.484
O -0.577 1.018 -1.148
H 1.630 3.482 -2.280
H 0.946 2.653 -0.665
H 3.055 1.521 -2.493
H 3.214 -0.087 -0.877
H 1.978 0.535 0.237
H 1.445 -0.977 -2.378
H 1.021 -1.349 0.663
H 2.021 -2.162 -0.200
H -1.177 -0.670 -1.826
O -1.131 1.859 1.284
H -1.243 2.797 0.990
H -0.590 1.450 0.528
O 1.336 0.004 2.323
H 0.336 0.167 2.424
H 1.813 0.680 2.829
O -2.480 0.752 -3.323
H -1.714 1.267 -3.057
H -3.249 0.852 -2.675
O -2.458 -0.643 2.704
H -2.250 -0.789 1.783
H -3.234 -0.156 2.825
O -1.899 -2.893 -0.645
H -1.000 -2.522 -0.503
H -1.904 -3.660 0.017
O -0.609 -2.069 3.802
H 0.113 -1.533 3.494
H -1.413 -1.681 3.379

111
Properties=species:S:1:pos:R:3 method="wB97M-V/def2-TZVPD" homo_energy_ev=-11.5 charge=+2 homo_lumo_gap_ha=0.2486 total_energy_ev=-109525.2321 multiplicity=1 e_lumo_ev=-4.743
Sr -1.956 0.363 -0.394
C -3.725 -2.584 -1.331
N -3.657 -1.133 -1.746
C -4.967 -0.497 -1.531
C -5.209 -0.203 -0.061
C -6.521 -0.186 0.440
C -6.744 0.085 1.763
C -5.675 0.379 2.614
C -4.451 0.402 2.017
N -4.204 0.159 0.702
C -3.258 -1.087 -3.171
C -1.768 -1.285 -3.356
C -1.124 -1.409 -4.576
C 0.280 -1.444 -4.605
C 1.010 -1.426 -3.438
C 0.301 -1.399 -2.267
N -1.065 -1.308 -2.207
C -3.260 -2.999 0.092
C -3.759 -4.222 0.642
C -3.296 -4.661 1.866
C -2.305 -3.911 2.530
C -1.894 -2.737 1.956
N -2.370 -2.281 0.773
H -3.052 -3.169 -2.006
H -4.708 -2.972 -1.542
H -5.728 -1.072 -2.045
H -4.992 0.436 -2.087
H -7.379 -0.447 -0.190
H -7.778 0.002 2.134
H -5.886 0.588 3.647
H -3.574 0.602 2.662
H -3.561 -0.124 -3.599
H -3.761 -1.881 -3.687
H -1.662 -1.480 -5.500
H 0.742 -1.509 -5.591
H 2.098 -1.465 -3.441
H 0.837 -1.386 -1.328
H -4.481 -4.855 0.172
H -3.672 -5.574 2.284
H -1.933 -4.303 3.458
H -1.075 -2.196 2.339
C 2.918 -6.051 2.062
C 4.296 -5.477 2.091
S 4.839 -4.854 0.447
C 4.692 -6.155 -0.919
C 3.195 -6.503 -1.196
S 2.074 -5.076 -1.375
C 0.647 -5.841 -0.725
C 0.389 -5.713 0.774
S 1.594 -4.874 1.797
H 2.728 -6.490 3.048
H 2.849 -6.866 1.347
H 4.959 -6.193 2.562
H 4.402 -4.534 2.691
H 5.310 -7.020 -0.663
H 5.053 -5.530 -1.701
H 2.751 -7.179 -0.475
H 3.079 -6.963 -2.201
H 0.605 -6.865 -1.153
H -0.125 -5.292 -1.273
H 0.279 -6.703 1.192
H -0.559 -5.197 0.911
C 1.727 3.105 1.638
P 1.069 1.780 0.516
C -0.165 2.615 -0.613
C -0.125 2.339 -2.019
C -1.258 2.599 -2.817
C -2.402 3.155 -2.306
C -2.492 3.380 -0.935
C -1.406 3.117 -0.117
C 2.457 1.222 -0.580
C 3.219 1.895 -1.541
C 4.210 1.230 -2.210
C 4.602 -0.036 -1.862
C 3.940 -0.692 -0.835
C 2.853 -0.066 -0.231
P 2.710 4.567 1.051
C 3.196 5.319 2.679
C 2.777 4.932 3.937
C 3.222 5.620 5.045
C 4.048 6.717 4.994
C 4.437 7.127 3.735
C 4.035 6.444 2.637
C 1.166 5.462 0.543
C 0.255 6.030 1.450
C -0.805 6.774 0.957
C -0.928 6.909 -0.426
C -0.052 6.308 -1.317
C 1.008 5.585 -0.807
H 2.384 2.496 2.248
H 0.861 3.415 2.243
H 0.812 1.913 -2.447
H -1.215 2.324 -3.891
H -3.301 3.341 -2.891
H -3.441 3.733 -0.477
H -1.484 3.269 0.956
H 3.057 2.959 -1.772
H 4.813 1.759 -2.906
H 5.468 -0.507 -2.292
H 4.253 -1.672 -0.488
H 2.275 -0.557 0.569
H 2.151 4.102 4.132
H 2.874 5.240 6.025
H 4.296 7.240 5.913
H 5.129 7.977 3.672
H 4.295 6.883 1.665
H 0.425 5.924 2.521
H -1.528 7.230 1.641
H -1.764 7.478 -0.781
H -0.172 6.532 -2.358
H 1.719 5.050 -1.482

164
Properties=species:S:1:pos:R:3 method="wB97M-V/def2-TZVPD" homo_energy_ev="-7.0 / -7.0" s2=0.75 homo_lumo_gap_ha="0.2755 / 0.1772" total_energy_ev=-228715.6606 multiplicity=2 e_lumo_ev="0.448 / -2.227"
Tl -0.710 0.382 -0.365
Cl -0.071 -5.948 3.954
C 0.042 -4.746 2.700
C -0.979 -3.831 2.529
C -0.894 -2.915 1.499
Cl -2.113 -1.688 1.379
C 0.160 -2.874 0.552
O 0.160 -2.112 -0.491
C 1.230 -3.752 0.887
Cl 2.698 -3.588 -0.016
C 1.173 -4.683 1.906
H -1.828 -3.819 3.199
H 2.008 -5.348 2.079
C 4.497 0.406 -1.968
C 4.759 0.968 -0.566
C 4.492 -0.022 0.585
Sb 2.486 0.197 1.408
C 3.012 2.088 2.332
C 4.140 2.189 3.144
C 4.529 3.415 3.667
C 3.787 4.559 3.393
C 2.651 4.468 2.603
C 2.268 3.238 2.079
C 2.876 -0.876 3.237
C 3.965 -1.723 3.412
C 4.202 -2.316 4.648
C 3.347 -2.073 5.713
C 2.242 -1.249 5.539
C 2.008 -0.658 4.306
Sb 2.516 -0.468 -2.258
C 2.300 0.580 -4.161
C 3.247 0.387 -5.168
C 3.170 1.091 -6.363
C 2.140 2.001 -6.572
C 1.189 2.200 -5.583
C 1.271 1.492 -4.387
C 3.223 -2.231 -3.304
C 2.401 -2.781 -4.284
C 2.782 -3.917 -4.985
C 3.997 -4.526 -4.702
C 4.818 -3.998 -3.715
C 4.433 -2.858 -3.021
H 5.226 -0.374 -2.202
H 4.592 1.191 -2.718
H 4.161 1.870 -0.424
H 5.804 1.293 -0.522
H 5.171 0.165 1.417
H 4.624 -1.056 0.253
H 4.717 1.302 3.384
H 5.414 3.481 4.288
H 4.096 5.515 3.798
H 2.064 5.355 2.389
H 1.379 3.181 1.456
H 4.636 -1.928 2.585
H 5.059 -2.966 4.780
H 3.541 -2.526 6.678
H 1.566 -1.066 6.366
H 1.146 -0.010 4.172
H 4.054 -0.321 -5.020
H 3.915 0.932 -7.133
H 2.078 2.547 -7.506
H 0.381 2.902 -5.746
H 0.504 1.648 -3.631
H 1.445 -2.318 -4.506
H 2.128 -4.324 -5.747
H 4.301 -5.413 -5.245
H 5.760 -4.479 -3.478
H 5.083 -2.473 -2.242
C -2.234 -5.472 -8.520
C -2.236 -4.756 -7.196
C -3.002 -5.205 -6.131
C -3.026 -4.555 -4.900
C -3.999 -5.072 -3.869
C -2.223 -3.417 -4.723
Te -2.004 -2.305 -2.897
N -3.591 -1.230 -3.421
C -3.686 -0.213 -2.583
O -3.000 -0.037 -1.530
C -4.785 0.762 -2.872
C -5.077 1.160 -4.173
C -6.121 2.043 -4.409
C -6.892 2.511 -3.353
C -6.596 2.121 -2.054
C -5.533 1.261 -1.812
C -2.580 -3.740 -1.427
C -3.714 -3.661 -0.615
C -4.824 -2.662 -0.812
C -3.851 -4.587 0.416
C -2.912 -5.577 0.654
C -3.082 -6.578 1.763
C -1.800 -5.638 -0.178
C -1.611 -4.737 -1.212
C -0.386 -4.867 -2.080
C -1.511 -2.896 -5.815
C -0.824 -1.551 -5.801
C -1.515 -3.585 -7.024
H -2.960 -6.284 -8.527
H -1.248 -5.891 -8.732
H -2.478 -4.780 -9.327
H -3.620 -6.088 -6.258
H -4.812 -5.599 -4.368
H -4.430 -4.250 -3.304
H -3.533 -5.767 -3.167
H -4.487 0.765 -4.990
H -6.334 2.363 -5.421
H -7.726 3.173 -3.548
H -7.191 2.488 -1.226
H -5.282 0.960 -0.801
H -4.896 -2.352 -1.850
H -4.656 -1.772 -0.203
H -5.780 -3.097 -0.519
H -4.729 -4.520 1.050
H -4.036 -6.451 2.273
H -2.282 -6.473 2.500
H -3.034 -7.595 1.369
H -1.047 -6.400 -0.002
H 0.312 -5.589 -1.659
H 0.139 -3.910 -2.164
H -0.647 -5.201 -3.089
H -0.566 -1.202 -4.804
H -1.494 -0.804 -6.234
H 0.087 -1.568 -6.399
H -0.946 -3.174 -7.853
C -0.925 3.133 3.779
P -1.381 2.307 2.194
C -1.950 3.719 1.168
C -2.475 3.453 -0.103
C -2.864 4.487 -0.942
C -2.730 5.806 -0.529
C -2.213 6.082 0.727
C -1.819 5.047 1.568
C -2.986 1.569 2.730
C -2.922 0.639 3.772
C -4.068 0.027 4.251
C -5.301 0.319 3.682
C -5.373 1.224 2.635
C -4.225 1.845 2.157
H -1.758 3.696 4.200
H -0.062 3.783 3.626
H -0.628 2.360 4.488
H -2.631 2.433 -0.432
H -3.267 4.257 -1.922
H -3.040 6.615 -1.181
H -2.109 7.109 1.058
H -1.422 5.288 2.546
H -1.961 0.388 4.209
H -4.001 -0.685 5.066
H -6.199 -0.156 4.056
H -6.332 1.458 2.187
H -4.309 2.550 1.342
C 3.341 4.775 -3.352
Si 1.801 4.794 -2.284
C 1.928 6.075 -0.916
C 0.301 5.205 -3.333
Se 1.559 2.764 -1.260
H 3.498 5.763 -3.796
H 3.244 4.045 -4.160
H 4.226 4.513 -2.768
H 2.034 7.070 -1.357
H 2.786 5.890 -0.265
H 1.024 6.064 -0.301
H 0.473 6.144 -3.869
H -0.586 5.321 -2.706
H 0.097 4.426 -4.070